No. 1
# C5H13NO2

2 unconnected molecules or ions with the total composition C5H13NO2 (the ωB97M-V functional and the def2-TZVPD basis, the Open Molecules 2025 dataset).

SMILES: C/C=C/O.CNCO
Gap between HOMO and LUMO: 0.348 Ha
Energy relative to the best compared isomer or geometry (same formula, charge and spin): 217.2 kJ/mol

CARTESIAN COORDINATES (ANGSTROEM)
C 1.98391 -1.64092 1.60527
C 1.07511 -0.64093 2.22938
C -0.21816 -0.52040 1.99455
O -0.96773 0.43014 2.64340
H 2.50776 -2.19963 2.38147
H 1.44688 -2.36050 0.98424
H 2.76137 -1.15300 1.01539
H 1.50948 0.03491 2.96475
H -0.72447 -1.07365 1.21279
H -1.89892 0.20239 2.55580
C 0.41587 1.45215 -2.48926
N -0.71109 0.53453 -2.33296
C -1.35380 0.69134 -1.05099
O -2.27808 -0.33748 -0.81064
H 0.05926 2.47785 -2.42823
H 0.85852 1.31396 -3.47310
H 1.19098 1.32506 -1.71796
H -0.38257 -0.41889 -2.42501
H -0.65647 0.68606 -0.20629
H -1.84307 1.67163 -1.02534
H -2.77478 -0.47461 -1.62727

Forces on atoms 1 to 6 (eV/Å):
0.1 -0.1 -0.1
0.1 0.2 0.4
0.1 0.2 -0.1
-0.2 -0.1 0.0
0.0 -0.1 0.0
0.0 0.1 -0.1

For reference, the Löwdin charges in units of e are: C -0.115; C -0.163; C -0.243; O -0.011; H 0.068; H 0.073; H 0.067; H 0.111; H 0.109; H 0.097; C -0.132; N -0.111; C -0.346; O -0.055; H 0.076; H 0.075; H 0.079; H 0.106; H 0.098; H 0.125; H 0.091


No. 2
# C4H7NO2

2 unconnected molecules or ions with the total composition C4H7NO2 (the ωB97M-V functional and the def2-TZVPD basis, the Open Molecules 2025 dataset).

SMILES: C[C@H]1CN1.O=C=O
Gap between HOMO and LUMO: 0.394 Ha
Energy relative to the best compared isomer or geometry (same formula, charge and spin): 86.2 kJ/mol

CARTESIAN COORDINATES (ANGSTROEM)
C -1.43775 -0.67822 -0.39675
C -0.65762 0.59345 -0.60594
C -0.08784 1.34085 0.53568
N 0.77569 0.53556 -0.32614
H -1.17730 -1.13817 0.56222
H -1.22877 -1.39961 -1.19421
H -2.51097 -0.46538 -0.40046
H -0.94256 1.18576 -1.47644
H -0.21259 0.93443 1.53710
H -0.02641 2.42525 0.48150
H 1.30647 1.11409 -0.96900
O 2.97794 -1.27723 0.05410
C 2.04829 -1.45670 0.73408
O 1.17344 -1.71409 1.46426

Forces on atoms 1 to 6 (eV/Å):
0.0 0.0 0.0
-0.2 0.0 -0.1
-0.1 0.2 0.2
0.2 0.0 -0.2
0.0 0.1 -0.2
0.0 0.1 0.1

For reference, the Löwdin charges in units of e are: C -0.063; C -0.363; C -0.137; N -0.002; H 0.066; H 0.078; H 0.075; H 0.133; H 0.104; H 0.101; H 0.105; O 0.175; C -0.440; O 0.166


No. 3
# C9H13NO

C9H13NO in the gas phase at a distorted geometry (the ωB97M-V functional and the def2-TZVPD basis, the Open Molecules 2025 dataset).

SMILES: C=C[C@H]1C(=O)N2CCC[C@@]12C
Gap between HOMO and LUMO: 0.366 Ha
Energy relative to the best compared isomer or geometry (same formula, charge and spin): 259.5 kJ/mol

CARTESIAN COORDINATES (ANGSTROEM)
C 3.16549 -0.76052 -0.75145
C 2.11835 -1.07936 -0.02285
C 1.49963 -0.13107 0.88123
C 1.44779 1.30732 0.44475
O 2.32988 2.08263 0.17202
N 0.11807 1.37750 0.37978
C -0.76056 1.94164 -0.60851
C -1.61732 0.81631 -1.07356
C -0.83147 -0.51902 -0.58201
C -0.19424 -0.03587 0.68711
C -0.97710 -0.28424 2.00184
H 3.74997 -1.49069 -1.34236
H 3.75543 0.14854 -0.62313
H 1.68776 -2.03333 -0.15556
H 1.64438 -0.17546 2.01829
H -0.07597 2.39131 -1.38060
H -1.26727 2.85144 -0.18351
H -1.87464 0.78843 -2.05329
H -2.56920 0.88317 -0.61347
H -1.41529 -1.41017 -0.59108
H -0.02454 -0.75713 -1.32285
H -0.36010 -0.87554 2.68254
H -1.99568 -0.62126 1.99193
H -1.01140 0.70230 2.33871

Forces on atoms 1 to 6 (eV/Å):
2.5 -0.4 -0.4
1.0 0.4 -0.3
-3.4 0.0 2.4
1.7 -0.1 -0.4
-0.2 0.5 -0.1
-2.0 -0.5 0.7

For reference, the Löwdin charges in units of e are: C 0.033; C -0.168; C -0.108; C -0.469; O 0.094; N 0.003; C -0.143; C -0.109; C -0.069; C -0.345; C 0.002; H 0.070; H 0.070; H 0.098; H 0.171; H 0.141; H 0.133; H 0.070; H 0.096; H 0.100; H 0.120; H 0.078; H 0.073; H 0.060